*i*
Computed, not measured: a cluster of 2 separate species, C4H9NO3 in total, with ωB97M-V/def2-TZVPD.

Calculated values
Structure (SMILES): NC(=O)CO.C=CO
Charge: 0

```
17
C4H9NO3 | OMol25 | ωB97M-V/def2-TZVPD
N -0.298 1.103 -1.140
C -1.188 0.834 -0.147
O -1.625 1.666 0.614
C -1.703 -0.607 -0.126
O -1.126 -1.471 -1.080
H 0.145 2.007 -1.076
H 0.317 0.354 -1.437
H -1.488 -1.035 0.857
H -2.793 -0.562 -0.236
H -1.339 -1.141 -1.962
C 1.949 0.723 1.198
C 1.456 -0.475 0.934
O 1.531 -1.036 -0.310
H 2.429 1.306 0.432
H 1.891 1.142 2.182
H 0.973 -1.071 1.701
H 0.870 -1.737 -0.405
```

natural (NBO) atomic charge list, values in e, 6 entries: N -0.839; C 0.650; O -0.604; C -0.174; O -0.734; H 0.399

---

*ii*
Computed, not measured: a cluster of 2 separate species, C4H9NO3 in total, with ωB97M-V/def2-TZVPD.

Calculated values
Structure (SMILES): O=CCCNC=O.O
Charge: 0

```
17
C4H9NO3 | OMol25 | ωB97M-V/def2-TZVPD
O 2.621 0.547 -2.304
C 1.459 0.495 -1.979
C 1.036 -0.472 -0.873
C -0.493 -0.378 -0.618
N -0.962 -0.611 0.736
C -0.238 -1.110 1.802
O -0.795 -1.592 2.757
H 0.723 1.100 -2.534
H 1.383 -1.470 -1.135
H 1.626 -0.258 0.021
H -0.781 0.614 -0.962
H -0.925 -1.101 -1.314
H -1.917 -0.917 0.760
H 0.838 -0.926 1.721
O -1.793 2.439 0.373
H -2.189 3.206 0.767
H -1.943 1.711 0.958
```

natural (NBO) atomic charge list, values in e, 6 entries: O -0.507; C 0.436; C -0.531; C -0.223; N -0.635; C 0.530

---

Taking the most stable structure as the zero point, the relative energies in kJ/mol are *i* 0.0; *ii* 9.9.

---

*i*
Computed, not measured: the molecule C4H9NO3, with ωB97M-V/def2-TZVPD.

Calculated values
Structure (SMILES): CC(=O)OC[C@H](N)O
Charge: 0

```
17
C4H9NO3 | OMol25 | ωB97M-V/def2-TZVPD
C 2.162 1.194 0.709
C 1.700 0.534 -0.565
O 2.378 0.474 -1.555
O 0.387 0.164 -0.676
C -0.129 -0.527 0.446
C -1.714 -0.718 0.149
N -2.006 -1.152 -1.179
O -2.299 0.523 0.390
H 3.242 1.373 0.638
H 1.975 0.584 1.586
H 1.635 2.159 0.827
H -0.092 0.070 1.359
H 0.328 -1.509 0.589
H -2.101 -1.430 0.884
H -1.824 -2.138 -1.317
H -1.432 -0.636 -1.852
H -2.210 1.036 -0.433
```

natural (NBO) atomic charge list, values in e, 6 entries: C -0.743; C 0.798; O -0.543; O -0.541; C -0.119; C 0.244

---

*ii*
Computed, not measured: a cluster of 2 separate species, C4H9NO3 in total, with ωB97M-V/def2-TZVPD.

Calculated values
Structure (SMILES): C[C@@H](C=O)NC=O.O
Charge: 0

```
17
C4H9NO3 | OMol25 | ωB97M-V/def2-TZVPD
C -2.151 -0.127 0.429
C -0.670 0.341 0.492
C -0.076 -0.588 1.646
O 0.634 -0.043 2.437
N -0.069 0.106 -0.815
C -0.598 0.760 -1.945
O 0.080 1.102 -2.875
H -2.389 -0.926 1.166
H -2.328 -0.761 -0.450
H -2.731 0.783 0.580
H -0.598 1.366 0.806
H -0.618 -1.556 1.648
H 0.930 0.208 -0.894
H -1.692 0.841 -1.956
O 2.437 -1.062 0.491
H 3.236 -1.515 0.790
H 2.375 -1.149 -0.456
```

natural (NBO) atomic charge list, values in e, 6 entries: C -0.646; C -0.152; C 0.470; O -0.492; N -0.638; C 0.538

---

*iii*
Computed, not measured: a structure of composition C4H9NO3, with ωB97M-V/def2-TZVPD.

Calculated values
Charge: 0

```
17
C4H9NO3 | OMol25 | ωB97M-V/def2-TZVPD
C -0.893 -0.548 -0.879
C 1.407 0.666 1.519
C -2.089 -0.983 -0.121
C -0.034 0.602 -0.545
N 0.097 0.707 0.885
O 1.204 0.667 -1.268
O 1.883 -0.627 -1.212
O -1.023 1.213 -1.173
H 2.420 -0.562 -2.016
H -0.480 1.466 1.230
H -0.520 -1.231 -1.638
H 1.947 -0.211 1.170
H 1.269 0.586 2.597
H 2.004 1.560 1.306
H -2.347 -0.248 0.637
H -2.930 -1.092 -0.811
H -1.915 -1.965 0.323
```

natural (NBO) atomic charge list, values in e, 6 entries: C 0.130; C -0.410; C -0.667; C 0.552; N -0.678; O -0.285

---

Taking the most stable structure as the zero point, the relative energies in kJ/mol are *i* 0.0; *ii* 87.6; *iii* 466.9.

---

*i*
Computed, not measured: a cluster of 2 separate species, C4H9NO3 in total, with ωB97M-V/def2-TZVPD.

Calculated values
Structure (SMILES): CC(N)=O.COC=O
Charge: 0

```
17
C4H9NO3 | OMol25 | ωB97M-V/def2-TZVPD
C 1.613 -0.990 0.465
C 1.570 0.230 -0.427
N 1.879 0.009 -1.730
O 1.215 1.326 -0.027
H 1.954 -0.696 1.456
H 0.604 -1.392 0.549
H 2.274 -1.764 0.082
H 1.713 0.756 -2.385
H 1.952 -0.926 -2.092
C -1.659 0.824 1.405
O -1.810 -0.479 1.037
C -2.016 -0.119 -0.478
O -1.335 -0.628 -1.309
H -0.629 1.193 1.371
H -2.219 1.071 2.313
H -2.053 1.355 0.345
H -3.052 0.232 -0.573
```

natural (NBO) atomic charge list, values in e, 6 entries: C -0.725; C 0.688; N -0.816; O -0.646; H 0.237; H 0.258

---

*ii*
Computed, not measured: a structure of composition C4H9NO3, with ωB97M-V/def2-TZVPD.

Calculated values
Charge: 0

```
17
C4H9NO3 | OMol25 | ωB97M-V/def2-TZVPD
C 2.666 -0.071 -0.300
C 2.461 1.206 0.378
C -1.586 0.001 0.049
C -2.789 0.341 -0.938
H 1.767 -1.721 -0.496
H 3.284 1.882 -0.077
H 1.200 1.476 0.343
H 2.630 0.841 1.582
H -0.937 -1.591 1.695
H -2.460 -1.960 0.951
H -3.009 1.357 -0.481
H -3.521 -0.447 -0.724
H -2.615 0.312 -1.984
N -1.339 -1.284 0.467
O 3.714 -0.587 -0.587
O 1.497 -0.757 -0.191
O -0.962 1.000 0.312
```

natural (NBO) atomic charge list, values in e, 6 entries: C 0.762; C -0.764; C 0.667; C -0.697; H 0.490; H 0.248

---

*iii*
Computed, not measured: a cluster of 2 separate species, C4H9NO3 in total, with ωB97M-V/def2-TZVPD.

Calculated values
Structure (SMILES): N[C@@H](O)C(=O)O.C=C
Charge: 0

```
17
C4H9NO3 | OMol25 | ωB97M-V/def2-TZVPD
N -0.791 -1.252 0.953
C -1.932 -0.709 0.252
O -2.798 0.054 1.050
C -1.374 0.167 -0.870
O -1.327 1.367 -0.784
O -0.929 -0.526 -1.903
H -0.257 -0.510 1.395
H -1.097 -1.891 1.678
H -2.504 -1.543 -0.169
H -2.521 0.982 0.992
H -0.522 0.057 -2.567
C 2.055 0.548 -0.210
C 3.295 0.720 0.198
H 1.406 1.383 -0.419
H 1.628 -0.434 -0.342
H 3.721 1.700 0.335
H 3.946 -0.113 0.411
```

natural (NBO) atomic charge list, values in e, 6 entries: N -0.834; C 0.135; O -0.716; C 0.771; O -0.611; O -0.659

---

Taking the most stable structure as the zero point, the relative energies in kJ/mol are *i* 123.7; *ii* 368.0; *iii* 0.0.

---

*i*
Computed, not measured: a cluster of 2 separate species, C4H9NO3 in total, with ωB97M-V/def2-TZVPD.

Calculated values
Structure (SMILES): CC(C)=O.CON=O
Charge: 0

```
17
C4H9NO3 | OMol25 | ωB97M-V/def2-TZVPD
C 1.867 -0.229 -1.156
C 1.159 -0.353 0.262
C 1.335 0.877 1.113
O 0.860 -1.443 0.686
H 1.632 0.703 -1.665
H 1.635 -1.105 -1.756
H 2.930 -0.243 -0.922
H 2.349 1.260 1.039
H 1.061 0.667 2.144
H 0.653 1.640 0.740
C -2.104 -0.833 0.387
O -1.412 0.339 -0.023
N -2.026 1.193 -0.997
O -3.136 0.904 -1.295
H -2.852 -0.563 1.136
H -2.614 -1.306 -0.458
H -1.337 -1.506 0.764
```

natural (NBO) atomic charge list, values in e, 6 entries: C -0.721; C 0.641; C -0.730; O -0.576; H 0.220; H 0.228

---

*ii*
Computed, not measured: a structure of composition C4H9NO3, with ωB97M-V/def2-TZVPD.

Calculated values
Charge: 0

```
17
C4H9NO3 | OMol25 | ωB97M-V/def2-TZVPD
C 0.293 -0.133 0.351
C -1.158 -0.478 0.621
C 1.044 -1.151 -0.494
C 0.044 1.217 -0.397
N -1.952 -0.623 -0.393
O 0.897 0.145 1.607
O 1.150 2.067 -0.368
O -0.526 1.070 -1.579
H 1.743 -0.315 1.683
H 1.439 2.135 0.551
H -1.493 0.203 -1.310
H -2.926 -0.828 -0.200
H -1.445 -0.709 1.646
H -0.813 1.574 0.395
H 1.166 -2.086 0.056
H 2.022 -0.741 -0.747
H 0.515 -1.347 -1.424
```

natural (NBO) atomic charge list, values in e, 6 entries: C 0.102; C 0.237; C -0.645; C 0.444; N -0.676; O -0.730

---

Taking the most stable structure as the zero point, the relative energies in kJ/mol are *i* 102.3; *ii* 0.0.

---

*i*
Computed, not measured: the molecule C3H4O3, with ωB97M-V/def2-TZVPD.

Calculated values
Charge: 0

```
10
C3H4O3 | OMol25 | ωB97M-V/def2-TZVPD
O 0.208 1.296 0.024
C 1.100 0.351 -0.131
C 0.774 -0.983 -0.038
O -1.121 -0.327 -0.712
C -1.121 0.563 0.291
O -1.432 0.466 1.463
H 2.085 0.723 -0.410
H 1.427 -1.734 -0.469
H 0.094 -1.313 0.752
H -2.002 0.880 -0.517
```

natural (NBO) atomic charge list, values in e, 6 entries: O -0.463; C 0.298; C -0.464; O -0.450; C 0.637; O -0.574

---

*ii*
Computed, not measured: the molecule C3H4O3, with ωB97M-V/def2-TZVPD.

Calculated values
Structure (SMILES): O=CC(=O)CO
Charge: 0

```
10
C3H4O3 | OMol25 | ωB97M-V/def2-TZVPD
O 0.998 -1.236 -1.737
C 1.106 -1.171 -0.539
C 0.101 -0.407 0.317
O -0.280 -0.919 1.349
C -0.433 0.930 -0.143
O -1.475 1.355 0.679
H 1.881 -1.716 0.031
H -0.749 0.854 -1.192
H 0.409 1.644 -0.118
H -1.561 0.686 1.378
```

natural (NBO) atomic charge list, values in e, 6 entries: O -0.464; C 0.347; C 0.462; O -0.515; C -0.167; O -0.700

---

*iii*
Computed, not measured: a cluster of 2 separate species, C3H4O3 in total, with ωB97M-V/def2-TZVPD.

Calculated values
Structure (SMILES): O=C=O.CC=O
Charge: 0

```
10
C3H4O3 | OMol25 | ωB97M-V/def2-TZVPD
O -1.856 -2.167 -1.697
C -1.077 -2.168 -0.832
O -0.305 -2.225 0.043
C 0.547 0.831 0.992
C 0.335 1.057 -0.478
O -0.415 0.419 -1.180
H -0.089 0.021 1.351
H 1.600 0.585 1.178
H 0.333 1.759 1.537
H 0.927 1.887 -0.916
```

natural (NBO) atomic charge list, values in e, 6 entries: O -0.509; C 1.047; O -0.541; C -0.727; C 0.455; O -0.542

---

Taking the most stable structure as the zero point, the relative energies in kJ/mol are *i* 618.8; *ii* 152.4; *iii* 0.0.